1.
Density functional theory data (ωB97M-V with the def2-TZVPD basis set) for a molecular structure, C36H34B2ClF4N7O6P2Se2Ti.

The value obtained for the LUMO energy (spin up / spin down) is -0.660 / -2.496 eV. Its expectation value of S² is 2.01. The energy above the lowest of the compared OMol25 structures with the same formula, charge and spin comes out at 21.2 kcal per mole. The HOMO energy (spin up / spin down) comes out at -8.3 / -8.3 eV. The largest force on an atom comes out at 0.76 eV Å⁻¹.

Structure (ORCA input):
```
! wB97M-V def2-TZVPD RIJCOSX def2/J DEFGRID3
* xyz 0 3
Ti 0.6160 0.4736 -0.3378
C -3.1686 0.2441 -2.4047
C -1.9617 0.5343 -1.5840
N -0.8955 -0.1730 -1.5899
O -0.8106 -1.3547 -2.2501
B 0.6394 -1.9478 -2.4148
F 0.4038 -3.1472 -3.0322
F 1.3553 -1.0310 -3.1388
O 1.3968 -2.3100 -1.1414
N 1.6253 -1.2943 -0.2738
C 2.6772 -1.2430 0.4599
C 3.7761 -2.2411 0.3408
C 2.7369 -0.0740 1.4346
N 1.7850 0.7751 1.3127
O 1.6060 1.8288 2.1139
B 0.7462 2.9473 1.4693
F 0.6932 3.9277 2.4051
F 1.3705 3.2649 0.2699
O -0.7334 2.6592 1.1037
N -0.8788 1.8089 0.0793
C -1.9632 1.6787 -0.5890
C -3.1919 2.4829 -0.3454
C 3.8483 0.0587 2.4167
H -2.9282 -0.4899 -3.1694
H -3.5202 1.1610 -2.8786
H -3.9764 -0.1443 -1.7809
H 3.3671 -3.2499 0.3820
H 4.5310 -2.1152 1.1114
H 4.2416 -2.1253 -0.6407
H -3.0351 3.1269 0.5156
H -4.0493 1.8327 -0.1657
H -3.4182 3.1031 -1.2151
H 3.9341 -0.8321 3.0410
H 3.6636 0.9231 3.0490
H 4.7949 0.1975 1.8904
Se -1.0971 -5.0160 4.4425
P -1.6541 -2.9867 4.5329
C -3.4328 -2.7148 4.7630
C -4.0430 -1.5455 4.3136
C -5.4001 -1.3494 4.5251
C -6.1458 -2.3125 5.1927
C -5.5360 -3.4740 5.6467
C -4.1818 -3.6790 5.4281
C -0.8459 -2.0982 5.8909
C 0.4770 -2.4163 6.1853
C 1.1508 -1.7280 7.1797
C 0.5035 -0.7275 7.8929
C -0.8180 -0.4191 7.6110
C -1.4936 -1.1003 6.6086
C -1.2179 -1.9863 3.0909
C -1.1368 -2.1575 1.7056
N -0.7524 -0.9579 1.1915
N -0.6310 -0.1177 2.2043
N -0.9024 -0.7010 3.3436
P -1.4770 -3.5549 0.6696
Se -2.4760 -3.0301 -1.2054
C -0.0069 -4.5456 0.4138
C 0.9247 -4.6367 1.4454
C 2.0297 -5.4586 1.2918
C 2.2165 -6.1581 0.1070
C 1.2976 -6.0464 -0.9270
C 0.1785 -5.2448 -0.7759
C -2.7981 -4.5529 1.3630
C -3.9846 -3.9226 1.7332
C -5.0455 -4.6839 2.1942
C -4.9238 -6.0643 2.2669
C -3.7455 -6.6909 1.8804
C -2.6773 -5.9384 1.4259
H -3.4578 -0.7885 3.8043
H -5.8735 -0.4411 4.1747
H -7.2039 -2.1554 5.3601
H -6.1168 -4.2252 6.1664
H -3.7001 -4.5934 5.7529
H 0.9679 -3.2149 5.6428
H 2.1803 -1.9758 7.4040
H 1.0299 -0.1905 8.6715
H -1.3258 0.3584 8.1665
H -2.5214 -0.8448 6.3897
H 0.7751 -4.0924 2.3677
H 2.7453 -5.5494 2.0988
H 3.0887 -6.7880 -0.0137
H 1.4555 -6.5749 -1.8574
H -0.5296 -5.1399 -1.5863
H -4.0706 -2.8443 1.6736
H -5.9608 -4.1971 2.5033
H -5.7531 -6.6581 2.6293
H -3.6554 -7.7669 1.9473
H -1.7467 -6.4146 1.1472
Cl 4.4395 2.0299 -2.7367
C 2.8251 2.4402 -3.3592
C 1.6579 1.9614 -2.5162
O 0.5352 2.3062 -2.8308
O 1.9388 1.1794 -1.5118
H 2.7244 1.9952 -4.3461
H 2.7597 3.5201 -3.4502
*
```

2.
Density functional theory data (ωB97M-V with the def2-TZVPD basis set) for a gas-phase ion, C4H8NO2 (charge -1) in a non-equilibrium geometry.

The value obtained for the LUMO energy is 3.790 eV. The energy above the lowest of the compared OMol25 structures with the same formula, charge and spin comes out at 60.8 kcal per mole. Its structure (SMILES) is N[C@@H](C=O)CC[O-]. The HOMO energy comes out at -2.7 eV. The largest force on an atom comes out at 1.50 eV Å⁻¹.

Structure (ORCA input):
```
! wB97M-V def2-TZVPD RIJCOSX def2/J DEFGRID3
* xyz -1 1
O -2.2464 -0.2873 1.6444
C -1.3148 0.4096 1.3123
C -0.6405 0.4260 -0.0206
C 0.7488 -0.1573 0.1737
C 1.7597 0.1563 -1.0452
O 2.9906 -0.2678 -0.7862
N -1.4685 -0.2388 -1.0331
H -0.8762 1.0592 2.0941
H -0.5269 1.4855 -0.2909
H 1.3082 0.2768 1.0091
H 0.7487 -1.2397 0.3261
H 1.6701 1.2615 -1.1443
H 1.2200 -0.2594 -1.9255
H -0.8385 -0.4641 -1.8018
H -1.6774 -1.1645 -0.6568
*
```

3.
Density functional theory data (ωB97M-V with the def2-TZVPD basis set) for 5 unconnected molecules or ions with the total composition C21H42F3O12P in a non-equilibrium geometry.

The value obtained for the LUMO energy is 0.454 eV. The energy above the lowest of the compared OMol25 structures with the same formula, charge and spin comes out at 123.4 kcal per mole. Its structure (SMILES) is COC[C@@H](OCC(F)(F)F)P(O)O.CCOC(C)=O.CCOC(C)=O.CCOC(C)=O.CCOC(C)=O. The HOMO energy comes out at -8.4 eV. The largest force on an atom comes out at 5.11 eV Å⁻¹.

Structure (ORCA input):
```
! wB97M-V def2-TZVPD RIJCOSX def2/J DEFGRID3
* xyz 0 1
C 0.6704 -1.4879 -2.0854
O 1.5567 -2.4864 -1.4666
C 1.7455 -3.6723 -2.3163
C 2.5695 -3.3934 -3.7083
O 3.7678 -4.2962 -3.7110
C 4.9084 -3.6407 -4.3739
C 5.8994 -4.7152 -5.1838
F 6.7950 -3.8743 -6.0614
F 5.1507 -5.7032 -5.9962
F 6.7068 -5.4311 -4.1459
P 1.5080 -3.9993 -5.2254
O 0.2568 -2.8201 -5.5026
O 0.8382 -5.5915 -4.8584
H -0.4822 -1.7975 -2.0738
H 0.7230 -0.5232 -1.3840
H 1.0209 -1.1151 -3.1497
H 2.4115 -4.4319 -1.6803
H 0.7604 -4.2520 -2.5790
H 2.8639 -2.2577 -3.8783
H 4.6099 -2.7901 -5.1261
H 5.5806 -3.1827 -3.5022
H -0.1550 -2.6680 -4.5823
H 1.0489 -6.2439 -5.5968
O -1.9533 -0.4433 -1.7094
C -2.3664 0.7158 -1.7397
O -2.7965 1.2572 -2.9000
C -3.4683 2.5260 -3.0103
C -2.4685 3.6603 -3.0954
C -2.3134 1.5755 -0.5116
H -4.1917 2.6596 -2.1999
H -4.0483 2.4885 -3.9381
H -1.8552 3.7276 -2.1927
H -2.9814 4.6180 -3.2358
H -1.7805 3.5038 -3.9335
H -1.3172 2.0149 -0.4240
H -2.5084 0.9459 0.3617
H -3.0668 2.3616 -0.4929
O -0.1923 2.6882 2.4169
C -0.5081 1.7639 3.1660
O -1.7659 1.2719 3.1506
C -2.1861 0.0810 3.8423
C -2.5499 0.3914 5.2792
C 0.4692 1.2307 4.1714
H -1.4333 -0.7091 3.7577
H -3.0753 -0.2831 3.3175
H -1.6924 0.7725 5.8403
H -2.9224 -0.5054 5.7860
H -3.3238 1.1657 5.3207
H 0.4446 1.8598 5.0642
H 1.4712 1.2645 3.7335
H 0.2935 0.1918 4.4466
O -1.1611 -0.1312 7.4007
C -1.4768 -1.0556 8.1498
O -2.7347 -1.5475 8.1344
C -3.1549 -2.7384 8.8260
C -3.5186 -2.4281 10.2629
C -0.4995 -1.5887 9.1552
H -2.4021 -3.5285 8.7414
H -4.0440 -3.1025 8.3013
H -2.6611 -2.0470 10.8241
H -3.8912 -3.3249 10.7697
H -4.2926 -1.6538 10.3045
H -0.5242 -0.9597 10.0480
H 0.5025 -1.5550 8.7172
H -0.6753 -2.6276 9.4304
O -0.9533 5.5587 -4.7323
C 0.2451 5.3475 -4.9183
O 0.6432 4.3776 -5.7699
C 2.0025 4.1747 -6.1994
C 2.7612 3.3213 -5.2047
C 1.2811 6.0985 -4.1356
H 2.4976 5.1298 -6.4017
H 1.9480 3.6470 -7.1571
H 2.8291 3.8043 -4.2262
H 3.7773 3.1222 -5.5621
H 2.2493 2.3651 -5.0501
H 1.4245 5.6100 -3.1690
H 0.9222 7.1194 -3.9745
H 2.2375 6.1908 -4.6482
*
```

4.
Density functional theory data (ωB97M-V with the def2-TZVPD basis set) for 4 unconnected molecules or ions with the total composition C14H28Br2O6S3 in a non-equilibrium geometry.

The value obtained for the LUMO energy is 0.116 eV. The energy above the lowest of the compared OMol25 structures with the same formula, charge and spin comes out at 37.2 kcal per mole. Its structure (SMILES) is O=S1(=O)CCCC1.O=S1(=O)CCCC1.O=S1(=O)CCCC1.BrCCBr. The HOMO energy comes out at -10.2 eV. The largest force on an atom comes out at 4.68 eV Å⁻¹.

Structure (ORCA input):
```
! wB97M-V def2-TZVPD RIJCOSX def2/J DEFGRID3
* xyz 0 1
C 1.8841 0.6763 3.7056
C 3.1158 -0.1837 3.6043
C 2.8527 -1.5190 4.3935
S 1.7169 -1.0012 5.7177
O 2.3854 -1.0711 7.0099
O 0.4925 -1.7430 5.6098
C 1.4967 0.7256 5.2133
H 1.1433 0.1352 3.1168
H 1.8954 1.6850 3.2926
H 3.9000 0.3788 4.1111
H 3.2771 -0.3284 2.5361
H 3.8417 -1.8796 4.6762
H 2.3390 -2.1973 3.7123
H 2.1611 1.2770 5.8786
H 0.5627 1.2231 5.4745
C -1.7281 6.2792 -3.1662
C -1.1127 7.7086 -2.8061
C -1.0930 7.6171 -1.3176
S -0.5748 5.8938 -0.8156
O -1.2934 5.3382 0.3595
O 0.8927 5.9252 -0.8857
C -1.1800 5.1232 -2.3610
H -1.6569 6.0274 -4.2244
H -2.8114 6.3522 -3.0695
H -1.7914 8.5175 -3.0764
H -0.1666 7.9232 -3.3031
H -2.0624 7.6582 -0.8209
H -0.4797 8.3139 -0.7462
H -1.9633 4.3894 -2.1711
H -0.3320 4.6060 -2.8098
C 1.1713 -1.5476 -4.0018
C -0.1142 -2.3740 -4.2462
C -0.5485 -3.1455 -2.9789
S 1.1602 -3.6884 -2.3024
O 1.4202 -4.9536 -2.9141
O 1.1821 -3.5297 -0.9050
C 2.1844 -2.4188 -3.2831
H 0.9423 -0.6715 -3.3952
H 1.4271 -1.1152 -4.9691
H 0.0766 -3.1413 -4.9965
H -0.8391 -1.7449 -4.7627
H -1.1552 -4.0238 -3.1996
H -0.9589 -2.4447 -2.2519
H 2.9901 -2.8858 -3.8495
H 2.4952 -1.8833 -2.3861
Br -4.0050 -4.5573 1.7627
C -4.0793 -6.5159 1.8871
C -2.7495 -7.0470 1.6034
Br -2.8626 -9.0075 1.4892
H -4.6999 -6.8347 1.0496
H -4.3311 -6.8759 2.8846
H -2.0186 -6.6710 2.3192
H -2.3990 -6.7731 0.6083
*
```

5.
Density functional theory data (ωB97M-V with the def2-TZVPD basis set) for a single CBrClF3N molecule in a non-equilibrium geometry.

The value obtained for the LUMO energy (spin up / spin down) is -2.063 / -2.063 eV. The energy above the lowest of the compared OMol25 structures with the same formula, charge and spin comes out at 36.3 kcal per mole. The HOMO energy (spin up / spin down) comes out at -10.4 / -10.4 eV. The largest force on an atom comes out at 2.60 eV Å⁻¹.

Structure (ORCA input):
```
! wB97M-V def2-TZVPD RIJCOSX def2/J DEFGRID3
* xyz 0 1
C -0.7048 -0.5986 -0.2876
N 0.6575 -0.1254 -0.6363
F -1.6672 -0.1090 -1.1421
F -0.5641 -1.9558 -0.2330
F -1.1660 -0.1334 0.9032
Cl 1.5782 2.5371 0.9633
Br 1.8663 0.3850 0.4324
*
```

6.
Density functional theory data (ωB97M-V with the def2-TZVPD basis set) for a molecular structure, Br3IP2 in a non-equilibrium geometry.

The value obtained for the LUMO energy (spin up / spin down) is -2.921 / -2.921 eV. The energy above the lowest of the compared OMol25 structures with the same formula, charge and spin comes out at 36.7 kcal per mole. The HOMO energy (spin up / spin down) comes out at -9.7 / -9.7 eV. The largest force on an atom comes out at 2.30 eV Å⁻¹.

Structure (ORCA input):
```
! wB97M-V def2-TZVPD RIJCOSX def2/J DEFGRID3
* xyz 0 1
P -0.0547 0.9280 0.5037
P 0.0497 -0.8885 -0.7739
Br -2.1029 0.8530 1.2697
Br -0.0903 2.3295 -1.5274
Br -0.1240 -2.2227 1.9450
I 2.3222 -0.9994 -1.4171
*
```